[1]
{"formula": "C31H35BNO", "method": "ωB97M-V/def2-TZVPD", "species": ["C", "B", "N", "O", "H", "H", "H", "H", "H", "C", "C", "C", "C", "C", "C", "H", "H", "H", "H", "H", "H", "C", "C", "C", "C", "C", "C", "H", "H", "H", "H", "H", "H", "C", "C", "C", "C", "C", "C", "H", "H", "H", "H", "H", "H", "C", "C", "C", "C", "C", "C", "H", "H", "H", "H", "H", "H", "C", "C", "C", "C", "C", "C", "H", "H", "H", "H", "H", "H"], "coordinates": [[-0.61043, -1.39442, 3.20973], [0.67560, -0.97248, 2.27589], [0.67446, 0.00415, 1.11474], [1.99594, -1.59655, 2.63102], [-1.37062, -2.09213, 2.65780], [-1.12939, -0.47149, 3.70983], [1.68831, 0.26072, 0.92270], [0.39826, -0.53670, 0.24244], [2.39017, -0.95204, 3.31690], [-3.45853, -5.12808, -1.07051], [-2.16333, -4.96929, -1.56246], [-1.39042, -3.88209, -1.15573], [-1.90981, -2.95816, -0.24848], [-3.20369, -3.11907, 0.24634], [-3.97994, -4.20122, -0.16758], [-4.06182, -5.97365, -1.39036], [-1.75622, -5.69305, -2.26412], [-0.38370, -3.75497, -1.54440], [-1.30586, -2.11352, 0.07237], [-3.60770, -2.39985, 0.95461], [-4.98989, -4.32323, 0.21388], [5.49591, 2.42435, 0.37873], [6.49880, 2.75947, 1.28794], [6.60474, 2.07057, 2.49583], [5.71292, 1.03887, 2.79040], [4.71236, 0.70129, 1.87947], [4.60067, 1.39643, 0.67563], [5.41154, 2.96375, -0.56105], [7.19795, 3.55882, 1.05531], [7.38210, 2.33641, 3.20699], [5.79836, 0.49863, 3.72953], [4.01846, -0.10383, 2.10848], [3.81763, 1.13683, -0.03137], [0.20627, 3.14315, 5.42857], [-0.42683, 4.32032, 5.03080], [-0.70661, 4.54136, 3.68258], [-0.36176, 3.57976, 2.73236], [0.26797, 2.40092, 3.13065], [0.55611, 2.18403, 4.47783], [0.42722, 2.97276, 6.47899], [-0.70170, 5.06651, 5.77210], [-1.19387, 5.46166, 3.37219], [-0.58412, 3.74968, 1.68222], [0.53517, 1.65093, 2.39020], [1.05169, 1.26797, 4.78709], [-8.34798, -2.94328, -3.26502], [-7.03376, -3.21721, -2.88744], [-6.41647, -2.44940, -1.90041], [-7.11755, -1.41291, -1.28339], [-8.43306, -1.14145, -1.65838], [-9.04722, -1.90333, -2.65200], [-8.82758, -3.53971, -4.03671], [-6.48985, -4.02929, -3.36343], [-5.39021, -2.65878, -1.61117], [-6.63830, -0.81759, -0.51072], [-8.97981, -0.33472, -1.17629], [-10.07023, -1.68801, -2.94776], [3.77262, 1.49020, -3.24688], [5.14676, 1.25546, -3.28447], [5.87119, 1.53410, -4.44308], [5.22238, 2.05730, -5.56193], [3.84884, 2.29555, -5.52300], [3.12284, 2.00817, -4.36746], [3.20780, 1.26972, -2.34488], [5.65342, 0.85422, -2.41029], [6.94072, 1.34478, -4.47430], [5.78760, 2.27910, -6.46328], [3.34366, 2.70481, -6.39447], [2.05186, 2.18873, -4.33937]], "forces_ev_per_angstrom": [[0.263, 1.008, -1.433], [-1.565, -1.430, 1.791], [1.951, -1.240, -1.105], [0.089, 2.883, 0.536], [1.179, 1.109, 1.136], [0.475, -1.393, -1.355], [-1.290, -0.394, 0.029], [0.049, 1.026, 1.457], [-1.004, -1.801, -1.294], [0.087, 0.118, 0.030], [-0.078, 0.099, 0.073], [-0.261, -0.009, 0.093], [-0.021, -0.096, -0.184], [0.000, -0.071, -0.098], [0.290, -0.035, -0.031], [0.073, 0.087, 0.042], [-0.058, 0.088, 0.089], [-0.118, -0.024, 0.078], [-0.164, -0.135, 0.119], [0.163, -0.091, -0.065], [0.124, -0.002, -0.024], [-0.002, -0.101, 0.131], [-0.092, -0.115, 0.048], [-0.140, -0.076, -0.129], [0.027, 0.166, -0.206], [0.046, 0.042, 0.023], [0.238, 0.088, 0.144], [0.003, -0.059, 0.112], [-0.107, -0.098, 0.036], [-0.088, -0.030, -0.091], [-0.035, 0.070, -0.135], [0.066, 0.069, -0.112], [0.079, 0.017, 0.116], [-0.013, -0.001, -0.206], [0.039, -0.076, -0.092], [0.075, -0.174, 0.028], [0.062, 0.016, 0.316], [0.125, 0.114, 0.079], [-0.078, 0.314, 0.013], [-0.042, 0.019, -0.119], [0.034, -0.083, -0.088], [0.032, -0.089, 0.048], [0.031, -0.063, 0.125], [-0.253, 0.242, 0.165], [-0.151, 0.051, -0.053], [0.062, 0.110, 0.140], [-0.115, 0.143, 0.068], [-0.109, 0.075, -0.050], [-0.095, -0.113, -0.148], [0.076, -0.118, -0.073], [0.181, -0.056, 0.046], [0.059, 0.079, 0.099], [-0.052, 0.127, 0.076], [-0.192, 0.052, -0.072], [-0.049, -0.092, -0.115], [0.082, -0.116, -0.076], [0.119, -0.029, 0.040], [0.079, 0.051, -0.153], [-0.049, 0.033, -0.111], [-0.210, 0.065, -0.027], [-0.079, -0.047, 0.172], [0.078, -0.068, 0.126], [0.194, -0.021, 0.008], [0.070, 0.027, -0.145], [-0.092, 0.052, -0.114], [-0.140, 0.030, 0.013], [-0.078, -0.031, 0.116], [0.072, -0.068, 0.130], [0.147, -0.024, 0.010]], "total_charge": -1, "max_force_ev_per_a": 2.93, "gap_ev": 3.94, "lumo_energy_ev": 2.46}

[2]
{"formula": "C31H35GeN7O5PbS", "method": "ωB97M-V/def2-TZVPD", "species": ["Pb", "O", "C", "O", "C", "C", "C", "C", "C", "N", "C", "O", "O", "H", "H", "H", "H", "H", "N", "C", "C", "C", "C", "C", "C", "S", "N", "C", "C", "C", "C", "C", "C", "N", "H", "H", "H", "H", "H", "H", "H", "H", "H", "N", "C", "O", "C", "C", "N", "C", "N", "H", "H", "C", "C", "C", "C", "Ge", "C", "C", "C", "C", "H", "H", "H", "H", "H", "H", "H", "H", "H", "H", "H", "H", "H", "H", "H", "H", "H", "H", "H"], "coordinates": [[-3.50434, 1.92769, 20.27138], [-7.21650, 0.26486, 17.89020], [-6.86777, 1.09808, 18.84998], [-6.17173, 0.78970, 19.80588], [-7.44053, 2.46243, 18.67027], [-8.56557, 2.69305, 17.84920], [-9.06066, 3.99145, 17.81239], [-8.39152, 5.02026, 18.49188], [-7.26594, 4.68058, 19.21947], [-6.83379, 3.43844, 19.34663], [-6.48224, 5.73494, 19.88159], [-6.69229, 6.98221, 19.54120], [-5.62178, 5.45053, 20.71013], [-6.84867, -0.59131, 18.20207], [-9.05356, 1.87126, 17.29398], [-9.93304, 4.19786, 17.21967], [-8.77381, 6.03943, 18.38794], [-7.38418, 7.04313, 18.86903], [-1.41276, 0.04496, 16.42186], [-2.09528, 0.38842, 15.23181], [-1.39918, 0.62645, 14.06219], [-2.11714, 1.03288, 12.94742], [-3.46156, 1.32013, 13.04299], [-4.12264, 1.18376, 14.22315], [-3.46454, 0.69110, 15.31821], [-4.23712, 0.51971, 16.88391], [-2.96717, 0.91744, 17.92829], [-1.76609, 0.58615, 17.61516], [-0.75784, 0.91477, 18.64600], [0.56835, 0.47959, 18.52388], [1.41474, 0.47722, 19.63986], [0.97648, 1.03846, 20.80922], [-0.33540, 1.57140, 20.81314], [-1.18287, 1.47053, 19.80673], [-0.43332, -0.13067, 16.33630], [-0.33169, 0.49665, 14.05203], [-1.60762, 1.11522, 11.99579], [-3.99845, 1.62474, 12.17180], [-5.19881, 1.32870, 14.27698], [0.94067, 0.03674, 17.62138], [2.41210, 0.07443, 19.57885], [1.62992, 1.11133, 21.67009], [-0.66252, 2.03705, 21.75498], [-2.50312, -2.25395, 21.17327], [-2.74887, -0.98448, 21.47457], [-3.25407, -0.28135, 20.54662], [-2.44920, -0.45979, 22.76723], [-2.97649, 0.83734, 23.00251], [-3.47701, 1.88967, 23.08209], [-1.45700, -0.94398, 23.66437], [-0.66403, -1.19338, 24.46194], [-2.13762, -2.87490, 21.86640], [-2.60818, -2.56299, 20.24267], [-2.47572, 6.17959, 24.56073], [-2.76540, 7.64816, 24.24857], [-4.26440, 7.94247, 24.20667], [-4.85711, 7.51679, 22.83559], [-4.77385, 5.63025, 22.46912], [-5.88936, 4.43100, 23.44520], [-5.25873, 3.92975, 24.79143], [-6.19599, 2.92482, 25.50613], [-7.48529, 3.68951, 25.94910], [-1.42216, 5.94549, 24.61488], [-2.87417, 5.44014, 23.86964], [-2.89807, 5.91406, 25.50422], [-2.35761, 8.00089, 23.32003], [-2.27724, 8.25439, 25.04918], [-4.47554, 8.99395, 24.28086], [-4.70075, 7.37182, 25.05333], [-4.40460, 8.10067, 22.00096], [-5.92642, 7.70148, 22.78427], [-3.50488, 4.92362, 21.85270], [-6.10852, 3.58544, 22.78580], [-6.84047, 4.96748, 23.67134], [-5.11584, 4.82113, 25.47639], [-4.31857, 3.45572, 24.59580], [-5.67460, 2.52610, 26.38472], [-6.47452, 2.11412, 24.86461], [-7.30871, 4.63353, 26.45813], [-8.10828, 3.02274, 26.59979], [-8.09724, 3.82821, 25.05006]], "forces_ev_per_angstrom": [[-0.493, -0.382, -0.305], [0.109, -0.749, 0.582], [0.516, 0.152, 1.085], [-0.240, 0.252, -0.968], [-0.501, 0.980, -0.232], [0.153, -0.135, 0.347], [0.397, -0.007, 0.055], [-0.694, -0.529, -0.818], [-0.609, -0.099, -0.451], [0.356, -0.755, -0.147], [0.408, 0.278, 0.321], [0.218, -0.169, 0.434], [-0.504, 0.125, -0.466], [-0.243, 0.073, -0.577], [0.415, 0.618, 0.425], [-0.219, 0.169, -0.068], [0.000, -0.390, 0.138], [0.068, 0.209, -0.087], [0.209, -0.237, 0.578], [-0.739, 0.852, 0.179], [-0.470, -0.198, 0.193], [0.586, -0.021, -0.253], [0.428, -0.071, -0.989], [-1.238, -0.333, 0.602], [1.296, -0.256, 0.426], [-0.415, -0.343, 0.032], [-0.209, 0.258, 0.119], [-0.759, 1.084, 0.252], [1.621, -0.919, 0.451], [-0.671, -0.077, 0.642], [-0.122, 0.332, -0.453], [-0.880, 0.566, -0.199], [1.228, -0.245, 1.272], [0.394, 0.000, -0.460], [0.319, -0.171, -0.360], [0.256, -0.143, -0.221], [-0.022, 0.150, 0.046], [-0.224, 0.173, -0.429], [0.167, 0.289, 0.017], [0.044, -0.074, -0.316], [0.119, -0.106, -0.145], [-0.284, -0.017, 0.062], [-0.201, -0.087, -0.584], [0.435, -0.033, 0.939], [0.185, -0.006, 0.581], [-0.622, 0.500, -0.312], [-0.046, 0.924, -0.141], [-0.055, -0.393, -0.083], [0.446, -0.435, -0.466], [-0.400, 0.133, 0.028], [0.112, -0.226, -0.143], [0.102, -0.285, 0.167], [-0.158, -0.298, -0.851], [0.128, 0.285, -0.371], [0.073, 0.379, 1.054], [0.099, -1.134, -0.291], [0.308, 0.252, -0.264], [1.301, -0.498, -0.300], [-0.510, -0.037, 1.038], [-0.997, 0.703, 0.251], [-0.146, 2.066, 0.932], [-0.445, -1.958, -0.153], [0.375, 0.131, -0.045], [-0.104, -0.007, -0.348], [-0.287, -0.074, 0.842], [0.590, -0.058, -0.551], [-0.412, -0.375, -0.550], [-0.041, 0.434, 0.455], [-0.280, 0.579, -0.485], [-0.153, -0.427, 0.611], [-0.289, 0.217, 0.127], [-0.469, 0.471, 0.307], [-0.019, 0.006, 0.079], [0.552, -0.387, -0.258], [0.006, -0.984, -0.696], [0.593, -0.020, -0.062], [-0.087, 0.009, -0.214], [-0.029, -0.557, -0.440], [0.139, 0.001, -0.016], [0.550, 0.690, -0.351], [-0.016, 0.367, 0.249]], "total_charge": 2, "max_force_ev_per_a": 2.27, "gap_ev": 6.66, "lumo_energy_ev": -6.15}

[3]
{"formula": "C31H35N5O10P2Ti", "method": "ωB97M-V/def2-TZVPD", "species": ["Ti", "C", "C", "C", "C", "C", "C", "N", "C", "C", "C", "C", "C", "N", "C", "C", "C", "C", "C", "C", "N", "H", "H", "H", "H", "H", "H", "H", "H", "H", "H", "H", "H", "H", "H", "H", "C", "C", "O", "P", "O", "O", "O", "P", "O", "O", "O", "H", "H", "H", "H", "H", "H", "H", "O", "C", "O", "H", "C", "N", "N", "C", "O", "C", "C", "C", "C", "C", "C", "C", "C", "C", "H", "H", "H", "H", "H", "H", "H", "H", "H", "H", "H", "H"], "coordinates": [[0.71097, -0.29053, -0.42721], [0.81703, -3.79013, 0.67725], [0.23365, -2.76519, 1.61173], [-0.57430, -3.14289, 2.64401], [-1.07132, -2.17105, 3.54972], [-0.65847, -0.88265, 3.43275], [0.23686, -0.54667, 2.38871], [0.59426, -1.45378, 1.41658], [0.84376, 0.71188, 2.22519], [0.82833, 1.73648, 3.19384], [1.53210, 2.87744, 2.99858], [2.34092, 2.97039, 1.81883], [2.34920, 1.98617, 0.89418], [1.53857, 0.84711, 1.00939], [3.33500, 2.03110, -0.22139], [3.58424, 3.21076, -0.90861], [4.57384, 3.20633, -1.87449], [5.28151, 2.04170, -2.11240], [4.96840, 0.90108, -1.37907], [5.72812, -0.38542, -1.57416], [4.00234, 0.90251, -0.45951], [1.40458, -4.50663, 1.25493], [0.03339, -4.34063, 0.15548], [1.47342, -3.32395, -0.05130], [-0.82381, -4.19052, 2.76033], [-1.76411, -2.45638, 4.33323], [-1.00309, -0.11870, 4.11725], [0.26524, 1.58465, 4.10722], [1.55249, 3.65881, 3.74678], [3.01293, 3.80748, 1.68420], [2.99572, 4.09634, -0.71093], [4.79130, 4.10592, -2.43771], [6.07175, 2.00920, -2.85200], [6.80465, -0.20742, -1.54615], [5.45667, -1.09144, -0.79345], [5.48419, -0.84946, -2.53229], [1.04379, -4.21545, -3.33256], [0.70267, -2.71722, -3.33005], [0.40842, -2.34617, -4.66422], [-0.83548, -2.46592, -2.27224], [-1.40179, -3.95437, -2.10841], [-2.00206, -1.81513, -3.10889], [-0.63991, -1.84939, -0.91531], [2.26115, -1.82244, -2.76034], [2.29173, -0.49698, -3.67716], [3.46556, -2.61605, -3.06331], [2.01397, -1.38833, -1.29926], [0.21679, -4.79094, -3.74442], [1.25656, -4.57634, -2.32488], [1.93862, -4.34883, -3.93558], [0.45259, -1.38074, -4.70720], [-2.27423, -3.95137, -1.69619], [-1.77620, -0.87955, -3.27617], [3.06905, -0.58220, -4.24153], [-0.26955, 0.08793, -2.88418], [0.26478, 1.19454, -2.64021], [1.00764, 1.38701, -1.63218], [0.05107, 2.03544, -3.30330], [-3.82244, 2.47383, 3.02775], [-3.20753, 2.54659, 1.69531], [-2.74381, 1.31873, 1.22281], [-1.52420, 1.48539, 0.65877], [-0.94271, 0.56750, 0.05167], [-1.15781, 2.86199, 0.83086], [-2.17328, 3.43978, 1.49735], [-2.27447, 4.82262, 2.04295], [-3.66020, 0.25409, 0.93065], [-4.97793, 0.53667, 0.61204], [-5.84761, -0.51216, 0.33782], [-5.39424, -1.82431, 0.36912], [-4.06585, -2.08358, 0.68051], [-3.19018, -1.04899, 0.97084], [-4.54407, 1.66235, 3.04029], [-4.34656, 3.40570, 3.22358], [-3.06661, 2.29879, 3.79747], [-0.24239, 3.31010, 0.47670], [-1.51300, 5.45234, 1.58714], [-2.11007, 4.82794, 3.12262], [-3.25670, 5.25381, 1.84597], [-5.31559, 1.56505, 0.57056], [-6.87970, -0.29706, 0.09121], [-6.07241, -2.63932, 0.14939], [-3.70748, -3.10627, 0.72629], [-2.15869, -1.25099, 1.21838]], "forces_ev_per_angstrom": [[1.692, -0.862, 1.294], [-0.020, -0.009, 0.061], [0.342, 0.372, -0.353], [-0.166, -0.002, 0.287], [-0.042, -0.204, -0.005], [0.119, -0.117, 0.125], [0.484, 0.058, 0.032], [-1.155, 0.089, -0.084], [0.268, -0.031, -0.312], [-0.052, -0.046, 0.056], [0.238, 0.174, -0.252], [-0.127, 0.359, 0.523], [-0.211, -0.874, -0.309], [-0.411, 0.823, 0.181], [-0.072, -0.092, 0.122], [0.009, 0.081, -0.079], [0.012, 0.056, -0.041], [0.022, 0.031, -0.048], [-0.015, -0.148, 0.089], [-0.112, 0.059, -0.014], [0.040, -0.004, 0.024], [-0.012, -0.004, -0.005], [0.021, 0.007, 0.007], [0.004, 0.023, 0.018], [-0.005, 0.042, 0.019], [0.033, -0.018, -0.039], [0.042, -0.038, -0.001], [0.042, -0.007, -0.032], [0.013, 0.012, -0.045], [0.011, -0.001, 0.036], [0.005, -0.002, 0.012], [0.003, -0.011, -0.003], [-0.003, 0.004, 0.003], [-0.015, 0.007, -0.014], [-0.013, 0.008, 0.005], [-0.006, 0.007, 0.020], [-0.033, 0.123, -0.049], [-0.046, -0.110, 0.243], [-0.063, 0.008, 0.052], [0.243, -0.364, 0.327], [0.062, 0.172, -0.017], [0.060, 0.104, -0.139], [-0.091, -0.229, -0.757], [0.027, -0.228, 0.500], [-0.140, 0.154, -0.020], [-0.112, -0.107, 0.127], [0.471, -0.166, -1.202], [0.021, 0.037, -0.017], [-0.019, 0.045, -0.017], [-0.013, -0.006, -0.002], [0.001, 0.014, -0.032], [-0.057, -0.012, 0.016], [0.000, 0.078, 0.015], [0.074, 0.042, -0.079], [0.084, 0.452, -0.107], [0.063, -0.399, 0.447], [-0.437, 0.061, -0.720], [0.133, 0.220, -0.113], [0.054, 0.037, -0.144], [-0.229, -0.158, 0.225], [-0.679, -0.255, 0.166], [0.575, 0.341, -0.044], [-1.122, 0.113, 0.030], [0.123, -0.260, -0.233], [-0.145, 0.474, 0.159], [-0.012, -0.023, -0.029], [0.414, 0.301, 0.151], [-0.201, -0.006, -0.052], [0.038, 0.037, 0.016], [0.005, 0.079, -0.009], [-0.005, -0.043, 0.028], [0.009, -0.165, -0.035], [-0.020, -0.009, -0.033], [0.030, 0.018, -0.004], [0.003, -0.023, 0.023], [-0.033, -0.074, 0.077], [-0.016, -0.027, 0.011], [-0.007, -0.019, -0.003], [0.024, 0.002, -0.008], [0.004, -0.041, -0.008], [0.027, -0.007, 0.001], [0.011, 0.027, 0.018], [0.016, 0.053, -0.008], [-0.058, -0.010, -0.030]], "total_charge": 0, "max_force_ev_per_a": 2.30, "gap_ev": [5.35, 5.31], "lumo_energy_ev": [0.20, 0.17]}

Number 1: E_tot -36928.109 eV. Number 2: E_tot -125969.370 eV. Number 3: E_tot -102342.968 eV.